Density functional theory data (ωB97M-V with the def2-TZVPD basis set) for C31H35AsIrN7O8S2 as an isolated structure.

Structure (ORCA input):
```
! RIJCOSX wB97M-V def2-TZVPD def2/J DEFGRID3
* xyz 0 1
Ir 1.918 -0.911 0.356
O 3.910 -1.892 3.857
C 3.286 -1.474 2.898
O 3.380 -1.842 1.667
C 2.360 -0.274 3.119
C 2.027 0.328 4.322
C 1.138 1.394 4.305
C 0.594 1.840 3.097
C 0.966 1.192 1.942
N 1.855 0.195 1.993
C 0.428 1.475 0.549
O -0.244 2.463 0.343
O 0.796 0.612 -0.371
H 2.448 -0.075 5.233
H 0.827 1.854 5.232
H -0.135 2.635 3.044
C 1.111 -0.332 -3.072
C 1.201 -1.713 -2.534
N 1.609 -2.105 -1.336
C 1.515 -3.483 -1.289
C 1.024 -3.926 -2.466
N 0.824 -2.804 -3.245
C 0.158 -2.814 -4.530
N -0.993 -1.955 -4.521
N -1.150 -1.021 -5.490
N -2.199 -0.336 -5.254
C -2.764 -0.792 -4.078
C -3.892 -0.351 -3.379
C -4.176 -0.979 -2.190
C -3.363 -2.020 -1.692
C -2.257 -2.474 -2.373
C -1.984 -1.836 -3.590
H 1.806 0.314 -2.545
H 0.109 0.075 -2.930
H 1.344 -0.326 -4.138
H 1.800 -4.025 -0.405
H 0.791 -4.915 -2.818
H -0.136 -3.846 -4.717
H 0.803 -2.467 -5.336
H -4.499 0.457 -3.763
H -5.031 -0.663 -1.607
H -3.615 -2.467 -0.739
H -1.629 -3.260 -1.975
C 6.247 2.022 -0.568
As 4.764 1.354 0.453
C 5.528 0.766 2.116
C 3.624 2.866 0.819
S 3.865 -0.154 -0.745
H 6.738 2.824 -0.018
H 5.880 2.391 -1.523
H 6.946 1.205 -0.738
H 6.309 1.471 2.400
H 5.935 -0.234 1.981
H 4.766 0.735 2.889
H 4.150 3.780 0.550
H 3.369 2.885 1.877
H 2.721 2.775 0.220
C -3.442 4.710 -1.371
C -3.414 3.568 -0.393
C -3.771 3.753 0.941
C -3.715 2.707 1.845
C -3.306 1.452 1.410
C -2.965 1.240 0.085
C -3.016 2.302 -0.804
S -3.243 0.198 2.646
O -2.445 0.716 3.732
O -4.564 -0.265 2.968
N -2.474 -1.015 1.852
C -2.304 -2.230 2.664
C -1.424 -3.232 1.934
C 0.015 -2.818 1.653
O 0.929 -3.602 1.823
O 0.118 -1.621 1.134
H -3.700 5.647 -0.880
H -4.173 4.529 -2.161
H -2.468 4.829 -1.847
H -4.087 4.733 1.278
H -3.977 2.861 2.884
H -2.656 0.263 -0.260
H -2.714 2.142 -1.832
H -1.568 -0.721 1.485
H -3.286 -2.678 2.807
H -1.890 -1.995 3.650
H -1.881 -3.460 0.965
H -1.384 -4.154 2.509
*
```

Properties
- Kohn-Sham gap (hartree) = 0.3090
- DFT total energy (Ha) = -5324.1255

Density functional theory data (ωB97M-V with the def2-TZVPD basis set) for a 5-piece molecular cluster, C31H35BBr2ClF3O18S overall.

Structure (ORCA input):
```
! RIJCOSX wB97M-V def2-TZVPD def2/J DEFGRID3
* xyz 0 1
C 2.551 2.247 -0.352
C 1.656 2.585 -1.087
C 0.675 3.059 -2.109
Cl 1.427 4.142 -3.306
C -0.116 1.891 -2.785
B 0.760 0.913 -3.708
O 0.065 0.279 -4.757
C 2.311 0.623 -3.569
C 2.977 -0.040 -4.820
C -0.906 1.150 -1.663
C -2.071 1.968 -1.033
C -2.960 1.081 -0.086
C -2.391 0.906 1.344
C -1.218 -0.100 1.515
F -0.004 0.550 1.517
Br -1.246 -1.627 0.305
C -1.326 -0.709 2.968
F -2.415 -1.517 3.053
F -0.271 -1.523 3.224
Br -1.459 0.634 4.368
O -2.929 2.587 -1.996
C -3.613 1.668 -2.782
O -3.120 1.070 -3.695
C -5.113 1.423 -2.513
C -6.039 2.476 -2.418
C -7.413 2.104 -2.141
C -7.715 0.751 -1.971
C -6.765 -0.279 -2.075
C -5.447 0.061 -2.349
O -1.522 3.053 -0.250
S -0.571 4.048 -1.127
O 0.200 4.800 -0.172
O -1.286 4.980 -1.953
H 3.290 2.041 0.404
H -0.878 2.351 -3.454
H 0.118 -0.678 -4.630
H 2.827 1.593 -3.393
H 2.517 0.027 -2.634
H 2.926 -1.140 -4.747
H 2.505 0.345 -5.740
H 4.043 0.257 -4.850
H -0.199 0.739 -0.924
H -1.391 0.273 -2.142
H -3.267 0.139 -0.569
H -3.898 1.668 0.026
H -3.224 0.517 1.966
H -2.080 1.852 1.815
H -5.682 3.506 -2.545
H -8.167 2.892 -2.052
H -8.759 0.495 -1.737
H -7.043 -1.325 -1.917
H -4.652 -0.693 -2.422
O 3.874 -0.259 -1.504
C 4.051 -1.412 -1.252
O 3.559 -2.041 -0.160
C 3.788 -3.444 -0.330
C 4.945 -3.473 -1.289
O 4.772 -2.260 -2.027
H 4.021 -3.923 0.622
H 2.886 -3.901 -0.748
H 5.912 -3.442 -0.781
H 4.921 -4.337 -1.951
O 5.174 -4.794 1.922
C 5.819 -5.740 1.601
O 6.834 -6.259 2.331
C 7.200 -7.505 1.736
C 6.729 -7.343 0.314
O 5.631 -6.439 0.451
H 8.273 -7.669 1.808
H 6.682 -8.312 2.260
H 7.485 -6.886 -0.328
H 6.407 -8.282 -0.132
O -6.770 4.156 0.151
C -5.700 4.475 0.556
O -5.025 3.827 1.541
C -3.705 4.375 1.585
C -3.889 5.739 0.978
O -4.997 5.541 0.098
H -3.336 4.417 2.610
H -3.045 3.747 0.998
H -4.158 6.495 1.719
H -3.010 6.077 0.430
O 4.179 -1.654 7.986
C 3.289 -1.420 7.238
O 2.964 -2.187 6.164
C 1.716 -1.713 5.658
C 1.681 -0.288 6.147
O 2.459 -0.347 7.342
H 1.684 -1.786 4.575
H 0.910 -2.321 6.078
H 2.155 0.406 5.449
H 0.672 0.058 6.358
*
```

Properties
- SMILES string = C#C[C@@]1(Cl)[C@@H](B(O)CC)C[C@](CC[C@](F)(Br)C(F)(F)Br)(OC(=O)c2ccccc2)OS1(=O)=O.O=C1OCCO1.O=C1OCCO1.O=C1OCCO1.O=C1OCCO1
- Kohn-Sham gap (hartree) = 0.3398
- DFT total energy (Ha) = -8887.4215

Density functional theory data (ωB97M-V with the def2-TZVPD basis set) for C31H35ClGaN2Si2 as an isolated structure.

Structure (ORCA input):
```
! RIJCOSX wB97M-V def2-TZVPD def2/J DEFGRID3
* xyz 1 1
C 1.334 -4.220 3.634
C 2.266 -3.210 3.307
C 1.710 -1.941 3.669
H 3.284 -3.363 2.947
C 0.385 -2.204 4.264
C 0.197 -3.632 4.230
H -0.632 -4.160 4.706
H 1.507 -5.293 3.546
H 2.245 -0.991 3.758
H -0.172 -1.498 4.883
Ga 0.073 -1.789 2.109
Si -1.369 -1.344 -2.676
C 0.347 -1.025 -3.611
C 0.543 0.185 -4.270
H -0.292 0.878 -4.391
C 1.821 0.519 -4.737
H 1.983 1.481 -5.224
C 2.893 -0.361 -4.556
H 3.896 -0.080 -4.885
C 2.674 -1.602 -3.948
H 3.500 -2.299 -3.808
C 1.387 -1.951 -3.512
H 1.200 -2.939 -3.085
C -0.841 -0.499 -1.009
C 0.435 -0.534 -0.473
H 1.290 -0.908 -1.053
C 0.692 0.146 0.795
H 1.709 0.363 1.129
C -0.430 0.124 1.817
H -0.269 0.464 2.852
C -1.745 0.291 1.172
H -2.615 0.526 1.782
C -1.773 0.313 -0.257
H -2.668 0.691 -0.762
H -1.054 -2.782 -2.848
Si -0.488 1.547 0.554
C -0.993 3.162 1.459
C -0.038 4.166 1.655
H 1.013 3.974 1.431
C -0.419 5.437 2.105
H 0.331 6.220 2.219
C -1.764 5.705 2.390
H -2.071 6.704 2.715
C -2.712 4.684 2.254
H -3.759 4.876 2.492
C -2.325 3.415 1.802
H -3.085 2.635 1.705
C 0.377 2.449 -0.922
C 1.764 2.434 -1.061
H 2.405 1.975 -0.307
C 2.358 3.023 -2.184
H 3.445 3.005 -2.288
C 1.565 3.614 -3.169
H 2.030 4.065 -4.048
C 0.172 3.610 -3.033
H -0.454 4.051 -3.809
C -0.418 3.028 -1.906
H -1.507 3.036 -1.812
H -2.064 -0.636 -3.668
Cl -3.322 -2.091 -1.836
N -1.907 -2.447 1.932
C -1.887 -3.838 1.346
C -0.884 -3.879 0.220
N 0.425 -3.263 0.687
H -2.359 -2.431 2.849
H -2.455 -1.810 1.340
H -1.621 -4.538 2.149
H -2.892 -4.090 0.985
H -0.704 -4.916 -0.092
H -1.244 -3.318 -0.652
H 1.010 -3.989 1.118
H 0.968 -2.926 -0.112
*
```

Properties
- Kohn-Sham gap (alpha / beta) (hartree) = 0.1931 / 0.1931
- DFT total energy (Ha) = -4275.3548

- What is the DFT total energy in the second record?
  -8887.4215 Ha